(1)
Molecular formula: C4H29N3O9
Method: DFT, ωB97M-V/def2-TZVPD

Each line ends with the natural charge from an NBO analysis.
CARTESIAN COORDINATES (ANGSTROEM)
O 0.370 3.165 2.371  -0.9507
O -2.738 0.523 0.509  -0.7841
O -1.905 2.221 3.233  -0.9484
O 2.173 1.353 0.298  -0.9414
O 0.262 0.298 2.571  -0.9748
O -1.384 3.566 -0.539  -0.9308
O -0.002 -0.097 -4.607  -0.9226
O 2.882 1.381 2.545  -0.9596
O 3.229 -3.193 -1.210  -0.9314
N 0.827 -1.858 -0.056  -0.6938
N -1.570 -0.317 -1.290  -0.6842
N -1.050 -3.418 0.278  -0.8692
C 0.380 -3.252 0.161  -0.0396
C -2.586 0.681 -0.897  0.0879
C -0.180 0.048 -1.615  -0.2658
C 0.714 -1.184 -1.367  -0.2456
H -0.201 0.685 1.809  0.4709
H -1.404 -3.088 1.169  0.3635
H -0.895 2.791 -0.821  0.4687
H 0.728 -3.757 -0.752  0.1612
H -1.867 -0.971 -2.020  0.3683
H -0.035 0.388 -2.665  0.2115
H -2.097 1.567 2.549  0.4712
H -1.702 -3.204 -0.481  0.3767
H 0.354 -1.257 0.601  0.3668
H -2.226 3.290 -0.167  0.4754
H 2.474 -3.742 -1.479  0.4492
H 3.121 1.225 0.201  0.4873
H 3.037 1.983 3.283  0.4712
H 0.861 2.447 1.930  0.4832
H -2.475 -0.350 0.858  0.4931
H 1.780 -0.849 -1.623  0.2022
H 0.212 0.853 -1.011  0.2027
H -2.159 3.086 2.898  0.4769
H -3.608 0.504 -1.261  0.1856
H 0.340 -1.924 -2.105  0.1681
H 2.337 0.660 2.928  0.4854
H 0.895 0.190 -4.811  0.4767
H -0.162 0.675 3.353  0.5069
H -2.141 1.665 -1.163  0.1593
H 1.843 0.457 0.439  0.4612
H 2.675 -2.461 -0.842  0.4762
H -0.126 3.424 1.579  0.4608
H 0.099 -0.662 -3.841  0.4593
H 0.919 -3.543 1.061  0.2145

Atoms 1-6, force components in eV/Å:
0.3963 -0.2186 -1.5126
0.0365 1.1062 1.4826
-0.5890 -0.6337 0.4659
-0.7667 -0.3088 -1.6565
-0.2975 -0.7066 -0.3873
0.2639 0.7538 0.2034

As for the SMILES: NCNCCNCO.O.O.O.O.O.O.O.O. For the HOMO-LUMO gap, the calculation gives 9.457 eV. The calculation puts the strongest force on any atom at 2.47 eV Å⁻¹. The relative energy (zero: lowest compared OMol25 entry of this formula, charge and spin) comes out at 1.034 eV. For the HOMO energy, the calculation gives -9.247 eV. As for the total charge: 0. The LUMO energy comes out at 0.21 eV.

---

(2)
Molecular formula: C4H29NO12
Method: DFT, ωB97M-V/def2-TZVPD

Each line ends with the natural charge from an NBO analysis.
CARTESIAN COORDINATES (ANGSTROEM)
O -0.552 -3.672 0.419  -0.9861
O 0.330 1.461 -0.022  -0.8136
O 0.700 -2.804 2.721  -0.9924
O -0.971 2.479 2.466  -0.9831
O -2.561 0.648 0.617  -1.0050
O 1.527 0.519 -2.642  -0.7138
O 3.582 2.618 -2.689  -0.9612
O -2.811 -1.948 1.155  -0.9741
O -3.250 1.286 -2.069  -0.9913
O -0.442 -0.637 1.518  -1.0259
O 0.748 0.768 3.443  -0.9794
O -0.747 1.943 -2.391  -0.9993
N 0.974 -1.267 -1.411  -0.6091
C 1.735 1.607 0.248  -0.0723
C 0.015 -1.688 -2.438  -0.4390
C 1.546 -0.032 -1.519  0.7234
C 2.485 0.434 -0.426  -0.5258
H 1.643 -2.876 2.483  0.4748
H 0.235 1.449 3.921  0.5265
H -0.145 1.250 -2.755  0.5008
H 2.898 3.050 -3.196  0.4738
H 3.354 1.681 -2.671  0.4840
H -0.870 -1.045 -2.362  0.2084
H 3.523 0.588 -0.705  0.2490
H 0.430 -1.310 -3.388  0.2324
H -0.682 2.583 1.554  0.4961
H -2.533 0.883 -0.338  0.4952
H -0.240 -4.512 0.055  0.4787
H 0.264 -2.082 2.187  0.4991
H -3.091 -0.155 0.473  0.4871
H -3.561 2.122 -1.690  0.4630
H -0.086 0.752 0.521  0.5309
H -3.298 -2.432 1.857  0.4840
H 0.095 -3.594 1.153  0.4924
H 2.547 -0.416 0.287  0.2019
H -1.401 -0.870 1.515  0.5295
H 0.700 -1.435 -0.444  0.4033
H -2.197 -2.677 0.919  0.5119
H 1.814 1.586 1.327  0.2017
H -0.325 2.168 -1.541  0.5062
H -1.924 2.396 2.484  0.4871
H -0.082 -2.764 -2.407  0.2146
H 1.180 0.082 3.954  0.4879
H 2.009 2.574 -0.154  0.2041
H -2.354 1.562 -2.431  0.5073
H -0.212 -0.275 2.414  0.5166

Atoms 1-6, force components in eV/Å:
0.8249 -0.5815 0.1573
0.0086 0.4312 0.1218
0.2661 -0.0992 -0.3472
0.2456 0.4381 0.7542
-0.7337 -0.1055 -1.2893
0.1027 0.1165 1.3056

As for the SMILES: CNC(=O)CCO.O.O.O.O.O.O.O.O.O.O. For the HOMO-LUMO gap, the calculation gives 9.856 eV. The calculation puts the strongest force on any atom at 3.87 eV Å⁻¹. The relative energy (zero: lowest compared OMol25 entry of this formula, charge and spin) comes out at 1.657 eV. For the HOMO energy, the calculation gives -9.870 eV. As for the total charge: 0. The LUMO energy comes out at -0.01 eV.

---

(3)
Molecular formula: C4H29NO13
Method: DFT, ωB97M-V/def2-TZVPD

Each line ends with the natural charge from an NBO analysis.
CARTESIAN COORDINATES (ANGSTROEM)
O 0.093 -3.612 -1.231  -0.5350
O -0.196 1.683 -3.932  -0.9244
O -3.047 1.786 -2.923  -0.9460
O -3.936 2.893 0.173  -0.9738
O -0.995 2.083 2.701  -0.9616
O 2.173 -3.164 3.064  -0.9384
O 2.313 -1.153 -2.489  -0.9802
O 3.548 0.834 1.408  -0.9846
O 1.447 -0.261 3.010  -0.9649
O 1.854 3.108 0.219  -0.9681
O -1.111 3.163 -0.016  -0.9595
O 3.197 -1.540 -0.002  -0.9860
O -1.150 0.213 -1.308  -0.6099
N -0.144 -1.580 -0.278  -0.7217
C -2.775 -2.578 0.509  -0.6016
C -2.174 -2.891 -0.854  -0.5133
C -0.661 -2.741 -0.906  0.7176
C -0.606 -0.294 -0.347  0.5399
H -2.733 2.014 -2.039  0.4645
H 3.675 -0.846 -0.464  0.5019
H 4.462 1.092 1.557  0.4795
H -0.686 2.318 -0.219  0.4838
H -4.092 1.973 -0.048  0.4701
H 1.458 0.630 2.643  0.4870
H 0.153 0.789 -3.777  0.4679
H -2.381 -3.895 -1.192  0.2418
H -0.379 2.480 2.078  0.4771
H 2.422 3.533 -0.432  0.4746
H -1.847 2.499 2.536  0.4863
H -0.479 0.321 0.557  0.1368
H -2.306 -3.051 1.372  0.2149
H -2.990 3.097 0.158  0.4915
H 2.698 -2.514 2.583  0.4677
H 0.723 -1.566 0.264  0.4445
H 1.753 -1.428 -1.751  0.4920
H 1.735 -0.155 3.924  0.4820
H 0.072 2.042 -3.072  0.4609
H 2.475 2.691 0.838  0.4912
H 3.391 -0.003 1.860  0.5048
H -0.655 3.758 -0.623  0.4885
H 1.446 -2.616 3.383  0.4721
H 3.564 -2.408 -0.187  0.4910
H -2.643 -1.514 0.730  0.2026
H -3.836 -2.759 0.595  0.2279
H 2.078 -1.533 -3.339  0.4827
H -2.347 1.199 -3.238  0.4795
H -2.560 -2.098 -1.499  0.2465

Atoms 1-6, force components in eV/Å:
0.2055 -0.1698 -0.3569
0.6560 -0.6146 0.8432
0.0745 -0.1515 0.1953
-0.4021 0.4459 0.3248
0.2515 -0.4195 0.2112
-0.0044 0.2814 0.0073

As for the SMILES: CCC(=O)NC=O.O.O.O.O.O.O.O.O.O.O.O. For the HOMO-LUMO gap, the calculation gives 10.078 eV. The calculation puts the strongest force on any atom at 1.38 eV Å⁻¹. The relative energy (zero: lowest compared OMol25 entry of this formula, charge and spin) comes out at 3.258 eV. For the HOMO energy, the calculation gives -10.424 eV. As for the total charge: 0. The LUMO energy comes out at -0.35 eV.

---

(4)
Molecular formula: C4H29NO14
Method: DFT, ωB97M-V/def2-TZVPD

Each line ends with the natural charge from an NBO analysis.
CARTESIAN COORDINATES (ANGSTROEM)
O -2.858 0.564 0.366  -0.8160
O 1.955 -2.283 -3.350  -1.0103
O -1.928 -1.227 -0.392  -0.8156
O 0.897 -3.800 -0.161  -0.9774
O -1.916 -3.135 1.510  -0.9913
O 1.370 -2.154 1.888  -1.0341
O -3.261 2.826 1.461  -0.9577
O -1.772 -0.154 3.001  -0.9818
O 2.160 -1.388 -0.447  -1.2115
O 1.773 -0.105 -2.403  -1.0569
O 4.195 -0.031 -0.442  -0.9977
O 2.197 3.006 2.713  -0.9664
O -4.023 -1.514 1.284  -0.9960
O 0.532 3.020 -2.570  -0.7647
N 0.664 1.676 0.308  -0.9009
C -0.121 3.301 -1.441  -0.0767
C -0.607 2.114 -0.521  -0.0783
C -2.041 0.034 -0.367  0.8096
C -1.232 1.021 -1.252  -0.5518
H 0.305 1.254 1.205  0.3645
H 1.513 -2.776 -2.761  0.4535
H 3.405 0.307 0.010  0.4716
H 3.916 -0.988 -0.386  0.5029
H 2.708 -0.079 -2.351  0.4814
H 0.941 -3.352 0.640  0.4854
H -0.410 0.337 -1.737  0.2387
H -1.035 -0.577 2.611  0.4514
H 2.328 -2.145 -1.117  0.4700
H -1.285 2.639 0.199  0.2095
H -3.403 -2.103 0.979  0.4692
H 2.511 2.144 3.025  0.4585
H 1.460 -0.687 -1.494  0.5221
H -0.995 3.913 -1.613  0.1578
H -2.572 -0.334 2.417  0.5162
H 1.166 1.003 -0.218  0.3739
H 0.899 -1.397 2.170  0.4464
H 1.948 -1.338 -3.188  0.4845
H -2.454 2.417 1.492  0.4606
H 0.127 -3.495 -0.647  0.4728
H -1.974 1.319 -2.044  0.2268
H 0.899 2.069 -2.579  0.5057
H -0.984 -3.185 1.860  0.4797
H 1.819 2.760 1.859  0.4967
H 1.625 -1.812 0.925  0.5161
H 0.801 3.629 -1.001  0.1961
H -3.602 2.060 1.066  0.4899
H -1.861 -2.621 0.721  0.4927
H -3.777 -0.728 0.777  0.4808

Atoms 1-6, force components in eV/Å:
-1.8767 1.9083 1.2004
3.2277 -0.3661 -4.9738
1.2979 0.7935 -1.3485
-0.1650 -2.6308 -3.0661
1.6516 -1.6816 2.0374
0.6846 -0.3553 -1.1273

For the HOMO-LUMO gap, the calculation gives 8.882 eV. The calculation puts the strongest force on any atom at 6.81 eV Å⁻¹. The relative energy (zero: lowest compared OMol25 entry of this formula, charge and spin) comes out at 3.155 eV. For the HOMO energy, the calculation gives -3.764 eV. As for the total charge: -2. The LUMO energy comes out at 5.12 eV.